[1]
{"formula": "C40H55N3OP2RhSi", "method": "ωB97M-V/def2-TZVPD", "spin_multiplicity": 1, "e_homo_ha": [-0.4326, -0.4326], "charge": 1, "elements": ["H", "Si", "P", "C", "C", "H", "C", "H", "C", "H", "H", "H", "H", "C", "H", "C", "H", "H", "H", "C", "C", "O", "H", "C", "H", "H", "H", "C", "H", "C", "H", "C", "P", "H", "Rh", "C", "C", "H", "H", "C", "H", "H", "H", "N", "C", "H", "H", "C", "H", "C", "H", "C", "C", "C", "C", "C", "C", "H", "C", "H", "C", "C", "H", "H", "H", "H", "H", "H", "C", "H", "H", "H", "H", "H", "H", "H", "H", "H", "C", "H", "N", "H", "C", "C", "C", "C", "C", "C", "H", "H", "N", "C", "H", "C", "H", "H", "H", "C", "H", "H", "C", "H", "C"], "xyz": [[-3.451, 2.544, -1.688], [-0.905, 1.371, -0.664], [2.073, 0.213, -0.640], [-2.177, -5.902, 0.552], [-0.320, -1.915, -2.746], [2.655, -2.699, -0.267], [1.575, 1.232, -2.065], [4.039, 3.589, 3.456], [4.736, -0.208, -1.564], [-2.636, -3.120, 0.038], [-3.939, -2.374, -1.908], [2.901, 3.320, -0.236], [-0.676, -2.496, -6.074], [3.769, 1.500, 2.934], [-2.613, -6.490, -1.495], [6.068, -2.174, -0.710], [-0.638, 2.860, 1.282], [-0.302, -5.734, 1.623], [3.963, 1.307, 0.282], [-0.170, 2.489, -3.146], [0.646, 2.701, -4.251], [-0.236, 0.364, 2.331], [-0.612, -0.842, -5.484], [1.928, 2.171, -4.265], [2.552, 4.532, 1.754], [-0.909, -3.464, 1.530], [1.564, -1.065, -4.626], [-0.364, -1.875, -5.232], [1.648, -2.372, -2.030], [5.835, -0.661, -0.605], [4.653, 0.879, -1.543], [-4.882, -0.478, -2.203], [-1.141, -1.746, -1.112], [0.339, -3.584, 0.294], [0.098, -0.455, 0.394], [-2.727, -5.609, -0.860], [2.389, 1.435, -3.180], [0.633, -3.783, -2.169], [6.756, -0.129, -0.845], [2.910, 1.314, 0.570], [-3.796, -5.394, -0.802], [1.793, 0.857, 2.356], [1.314, 2.764, 0.256], [-2.347, -3.412, 3.946], [-1.702, -3.361, -0.479], [1.034, -4.063, -4.449], [-1.299, 3.722, -0.121], [-2.004, -4.430, -1.537], [2.550, -3.313, -3.990], [2.812, 0.741, 1.999], [1.651, -2.171, -5.984], [-0.871, -1.308, 3.606], [-1.693, -2.480, 3.805], [3.381, -0.906, -1.262], [-0.055, -0.767, 4.676], [-2.458, 0.651, -1.387], [1.159, -2.002, -5.025], [-5.827, -0.918, -2.496], [-0.731, -5.430, 0.669], [-2.131, -1.825, -3.972], [-0.675, -3.900, 0.557], [0.284, 1.752, -2.049], [4.767, 1.057, 2.886], [4.675, 3.173, 1.876], [-2.622, -4.039, -2.346], [4.545, -3.250, -1.850], [3.036, -0.328, 2.020], [3.786, -1.774, 0.701], [2.546, 3.451, 1.897], [3.419, 1.381, 3.960], [2.572, 2.321, -5.123], [-2.250, -6.968, 0.764], [5.035, -0.476, -2.581], [-0.129, -5.896, -0.118], [-2.776, -5.389, 1.311], [-2.334, 2.638, 0.840], [3.387, 1.023, -3.224], [6.635, -2.509, 0.159], [-3.816, -1.299, -1.865], [-1.072, -4.771, -1.989], [0.591, -0.348, 5.525], [-1.181, 2.888, -3.149], [-1.150, -2.302, -3.974], [-4.739, 0.903, -2.160], [4.739, -2.960, -0.812], [3.572, -2.110, -0.317], [-3.538, 1.463, -1.746], [3.843, 2.994, 2.565], [1.699, 3.219, 2.551], [-1.308, -3.382, -3.983], [-0.863, -0.782, 2.451], [0.902, -2.843, -2.656], [-5.569, 1.543, -2.433], [-1.328, 2.782, 0.440], [0.278, 3.263, -5.100], [6.684, -2.381, -1.587], [5.573, -0.388, 0.421], [2.370, 2.758, 0.536], [2.970, -1.293, -2.197], [0.018, -0.885, -2.901], [1.473, -3.142, -4.058], [4.798, -3.880, -0.232], [-2.602, -0.736, -1.476]], "mulliken_charge": [0.45, 1.09, 0.63, -0.80, 1.01, -0.56, 0.98, 0.54, -1.57, 0.99, 0.30, 0.43, 0.47, -0.99, 0.42, -0.78, 0.33, 0.51, 0.89, -0.87, -1.01, -0.58, 0.39, -0.86, 0.58, -0.48, -0.24, -1.09, -2.02, -0.90, 0.76, -0.88, 2.20, -0.89, -2.33, -1.11, -1.18, 0.26, 0.57, 1.46, 0.33, 0.42, -0.60, -0.43, 0.79, 0.48, 0.54, -0.85, 0.49, -0.99, 0.57, 1.02, -0.28, 0.69, 0.05, -0.21, -0.06, 0.47, -1.00, 0.24, 1.17, 1.24, 0.32, 0.29, 0.39, 0.20, 0.06, 0.23, -0.90, 0.51, 0.46, 0.50, 0.54, 0.35, 0.32, 0.47, 0.36, 0.35, -0.58, 0.30, -0.42, 0.40, -0.64, -0.83, -0.88, 0.45, -0.53, -0.85, 0.26, 0.45, -0.12, 0.90, 0.43, -1.49, 0.44, 0.38, 0.02, -0.33, 0.90, -0.91, -1.31, 0.48, -0.16]}


[2]
{"formula": "C40H56N12OPdSSe", "method": "ωB97M-V/def2-TZVPD", "spin_multiplicity": 1, "e_homo_ha": -0.6432, "charge": 4, "elements": ["N", "C", "C", "H", "H", "H", "H", "C", "C", "H", "C", "C", "H", "C", "H", "C", "H", "C", "H", "H", "C", "H", "H", "N", "C", "C", "C", "H", "N", "N", "H", "H", "H", "C", "H", "H", "H", "C", "N", "H", "C", "H", "C", "H", "H", "C", "H", "H", "H", "S", "H", "N", "H", "H", "C", "H", "C", "H", "C", "C", "Pd", "H", "N", "C", "C", "H", "H", "H", "Se", "C", "C", "H", "C", "C", "H", "N", "H", "C", "H", "H", "C", "C", "N", "C", "H", "H", "H", "H", "N", "C", "H", "N", "H", "C", "H", "H", "N", "H", "C", "H", "C", "H", "H", "H", "C", "H", "O", "H", "C", "C", "C", "H"], "xyz": [[6.222, -0.358, -4.388], [4.209, 0.546, -1.465], [2.122, 2.584, 3.694], [0.714, 0.423, 2.761], [4.974, -2.869, 0.728], [-5.614, -0.054, 1.563], [-6.045, 1.846, 2.690], [-1.523, -2.152, -6.034], [1.057, -3.087, 2.055], [1.060, 1.123, -3.725], [-4.982, 1.789, -0.450], [-0.106, 2.836, 0.648], [-2.241, -2.125, -1.437], [-0.036, 1.143, -3.836], [-2.043, 2.300, 5.684], [-1.192, -1.047, -5.259], [1.332, -0.017, 4.352], [2.962, -1.577, 1.852], [0.710, 2.178, 5.262], [2.938, 2.206, 4.312], [-1.679, -3.479, -4.062], [-1.004, 0.368, 5.266], [-1.346, -3.456, -1.557], [-1.919, 0.476, 3.425], [-1.378, -2.376, -3.265], [-4.000, 1.221, 3.104], [5.959, -0.038, -3.104], [-0.331, 2.267, -5.708], [3.766, -2.613, 2.435], [1.824, -2.204, 1.075], [1.288, 3.450, -3.153], [0.245, -3.574, 1.521], [-0.362, 1.847, 1.022], [-2.903, 1.344, 3.925], [2.552, -0.936, 2.626], [-6.059, 3.382, 4.620], [0.924, 3.086, 0.896], [3.567, -1.049, -3.125], [-3.652, 0.298, 2.108], [2.717, 0.911, 0.030], [-0.986, 0.255, -5.890], [3.077, -2.521, -0.619], [-0.777, 0.028, 4.258], [2.592, -2.795, 4.184], [-4.098, 3.599, 6.091], [-0.370, 1.877, -1.599], [-1.258, 0.356, -6.936], [3.121, -5.683, 2.050], [-1.997, -4.249, -6.038], [-0.987, 0.293, -1.514], [0.756, 4.737, -1.176], [-0.501, 2.332, -2.998], [-4.499, -1.324, 1.111], [-1.501, 2.470, -3.218], [2.355, -1.185, -2.470], [-3.571, 0.163, -0.681], [0.771, 2.053, 4.179], [1.676, -5.431, 1.058], [-0.484, 1.300, -5.239], [-3.951, 2.811, 0.032], [0.492, -0.942, -0.051], [3.570, -0.986, 1.167], [3.279, -4.131, 0.643], [-2.398, -0.130, 2.324], [0.572, 0.579, 3.836], [1.604, -1.885, -2.822], [-0.774, 3.575, 1.088], [2.177, 3.673, 3.732], [-1.567, -1.513, 1.311], [-4.049, 2.924, 5.247], [-0.068, 4.160, -1.590], [3.647, -4.178, 3.831], [-2.897, 2.203, 5.026], [0.230, 3.660, -3.007], [-1.889, -4.426, -3.578], [-0.619, -0.009, -3.128], [-5.256, -0.298, -0.871], [-5.173, 1.945, 3.324], [7.177, -0.283, -4.708], [-0.793, -1.060, 4.278], [2.459, -3.130, 0.035], [4.524, -0.185, -2.610], [-1.368, -2.477, -1.827], [-4.578, 0.321, -0.280], [-5.934, 1.969, 0.057], [0.642, -2.450, 2.831], [-0.981, 4.752, -1.513], [3.754, -1.654, -4.003], [-0.260, 2.881, -0.827], [-4.635, -0.246, 1.130], [-4.161, 3.803, -0.378], [1.916, -4.074, 2.637], [5.529, -0.664, -5.046], [4.361, -3.474, 1.397], [-0.050, 2.643, 3.750], [2.324, 2.264, 2.663], [2.060, -0.498, -1.357], [-2.940, 2.506, -0.282], [2.981, 0.372, -0.873], [4.957, 1.202, -1.039], [2.485, -4.931, 1.591], [-1.603, -2.036, -7.109], [-3.931, 2.920, 1.119], [-5.177, 1.956, -1.510], [2.998, -3.424, 3.393], [-0.135, 4.303, -3.802], [6.770, 0.352, -2.300], [4.987, -4.224, 1.873], [-5.173, 2.797, 4.406], [-1.090, -1.179, -3.872], [-1.744, -3.384, -5.440], [1.656, -3.590, -0.542]], "mulliken_charge": [-0.31, -0.78, -1.37, -1.38, 0.35, 0.52, 0.40, -0.83, -1.12, -0.07, -0.84, -0.97, 0.19, 0.96, 0.46, 0.51, 0.77, -0.77, 0.49, 0.44, -0.51, 0.61, 0.31, 0.68, 0.40, 0.39, 0.15, 0.58, 0.16, 2.19, 0.32, 0.36, -0.01, 0.88, -0.24, 0.47, 0.56, -0.81, 0.66, 0.74, -0.85, 0.34, -2.35, 0.29, 0.46, -0.55, 0.50, 0.38, 0.47, -0.11, 0.40, -0.24, 0.54, 0.59, -1.46, -0.92, -0.59, 0.32, -1.17, -0.66, 0.34, 0.45, 0.18, -0.10, 2.09, 0.42, 0.44, 0.39, -0.25, -0.96, -0.55, 0.32, -0.73, -0.36, 0.49, 0.57, 0.55, -0.56, 0.27, 0.32, -0.83, 0.40, -0.27, 1.11, 0.31, -0.14, 0.38, 0.49, 0.49, -1.56, 0.49, 0.25, 0.16, -0.70, 0.26, 0.11, 2.45, -0.09, -1.39, 0.63, -0.63, 0.48, 0.21, 0.44, -0.65, 0.43, -0.54, 0.37, -0.85, -0.09, -1.00, 0.00]}